15
Properties=species:S:1:pos:R:3:mulliken_charge:R:1 method="wB97M-V/def2-TZVPD" energy_ev=-10309.7318 charge=0 relative_energy_kcal_mol=166.5
C -1.90 0.37 0.41 -0.1608
C -1.31 -0.87 -0.28 -0.4543
C 2.10 0.14 0.17 0.0516
H -0.19 1.77 -0.60 0.3680
H -2.94 0.30 0.16 0.2989
H -1.99 0.12 1.59 0.2041
H -1.31 -0.88 -1.51 0.2570
H -1.73 -1.89 -0.09 0.2827
H 1.65 -1.76 0.05 0.2985
H 3.09 -0.18 0.12 0.3197
H 2.78 1.94 0.08 0.2526
N 1.27 -0.96 -0.35 -0.3652
N 1.74 1.41 0.11 -0.5431
O -1.33 1.59 -0.25 -0.5857
O 0.07 -1.11 0.40 -0.2240


15
Properties=species:S:1:pos:R:3:mulliken_charge:R:1 method="wB97M-V/def2-TZVPD" smiles="CN(C=O)[C@H](N)O" energy_ev=-10314.8016 charge=0 relative_energy_kcal_mol=49.6
C -0.73 1.09 -0.99 -1.0094
N 0.10 0.67 0.13 0.0332
C -0.42 0.91 1.45 0.2060
O -1.39 1.60 1.64 -0.5292
C 0.78 -0.52 0.06 0.0530
N 1.05 -1.05 -1.18 -0.4489
O -0.38 -1.36 1.07 -0.6924
H -0.10 1.29 -1.86 0.3350
H -1.26 1.98 -0.67 0.3278
H -1.48 0.34 -1.24 0.3592
H 0.34 0.70 2.21 0.2852
H 1.64 -0.56 0.74 0.3354
H 1.66 -1.85 -1.18 0.2501
H 0.25 -1.15 -1.79 0.2297
H -0.06 -2.10 1.60 0.2653


15
Properties=species:S:1:pos:R:3:mulliken_charge:R:1 method="wB97M-V/def2-TZVPD" smiles=N[C@@]1(O)NCCO1 energy_ev=-10315.8168 charge=0 relative_energy_kcal_mol=26.2
N -1.29 -0.85 -1.52 -0.6126
C -0.17 -0.45 -0.74 0.6181
O 0.98 -1.03 -1.27 -0.5608
N -0.07 0.98 -0.67 -0.3688
C 0.72 1.22 0.53 -0.5299
C 0.26 0.13 1.50 -0.3320
O -0.19 -0.92 0.66 -0.5065
H -1.22 -1.83 -1.78 0.2449
H -2.18 -0.66 -1.08 0.2404
H 1.31 -1.54 -0.52 0.3568
H -1.00 1.37 -0.57 0.2831
H 0.60 2.24 0.90 0.3921
H 1.78 1.07 0.26 0.2407
H -0.58 0.48 2.13 0.2513
H 1.06 -0.20 2.17 0.2832